ORCA calculation (the ωB97M-V functional and the def2-TZVPD basis) on C39H45FN9O3PPt as an isolated structure.

Last column: Löwdin charge in e.
Element x y z (Å)
Pt: 1.9593 -2.1485 0.2977  1.129
C: 5.5805 -5.8571 2.4699  -0.013
N: 4.3226 -5.3301 1.9577  -0.119
C: 3.2384 -6.0774 1.5934  -0.031
C: 2.3076 -5.2047 1.1108  -0.091
N: 2.8149 -3.9425 1.1762  -0.074
C: 4.0272 -4.0313 1.6969  -0.454
P: 5.1314 -2.6387 2.0358  1.172
C: 4.1524 -1.5572 3.1277  -0.474
N: 3.1960 -0.7497 2.7246  0.056
C: 2.8111 -0.0372 3.8199  -0.123
C: 3.5591 -0.4124 4.9009  -0.054
N: 4.4238 -1.3689 4.4528  -0.133
C: 5.3656 -2.1041 5.2805  -0.020
C: 4.9027 -1.7940 0.4218  -0.407
N: 3.8177 -1.7106 -0.3671  -0.100
C: 4.1807 -0.9538 -1.4481  -0.101
C: 5.4838 -0.5897 -1.3312  -0.029
N: 5.9290 -1.1304 -0.1612  -0.119
C: 7.2743 -0.9452 0.3707  -0.014
H: 5.4479 -6.9137 2.6830  0.097
H: 5.8605 -5.3465 3.3884  0.082
H: 6.3729 -5.7401 1.7332  0.097
H: 3.2226 -7.1473 1.7048  0.129
H: 1.3200 -5.3998 0.7317  0.116
H: 2.0271 0.6997 3.7715  0.102
H: 3.5556 -0.0909 5.9284  0.125
H: 4.8444 -2.8299 5.9029  0.099
H: 5.9128 -1.4107 5.9152  0.098
H: 6.0752 -2.6245 4.6409  0.058
H: 3.5069 -0.7638 -2.2610  0.083
H: 6.1262 -0.0182 -1.9774  0.132
H: 7.9701 -0.8689 -0.4604  0.099
H: 7.5469 -1.7983 0.9847  0.064
H: 7.3228 -0.0372 0.9696  0.103
F: -1.6387 4.2857 -1.5346  0.064
C: -2.1248 3.2850 -0.7672  -0.176
C: -1.2922 2.2667 -0.4319  0.101
C: -1.7745 1.1995 0.3404  -0.036
C: -0.9235 0.1075 0.7049  -0.199
O: 0.3404 0.1152 0.3951  -0.025
C: -1.4224 -0.8831 1.5478  0.000
C: -2.7153 -0.7587 2.0025  0.083
N: -3.5496 0.2181 1.6237  0.039
C: -4.8755 0.3024 2.2166  -0.249
C: -5.6585 -0.9515 2.4298  -0.068
C: -6.0750 0.0161 1.3619  -0.085
C: -3.1046 1.2290 0.7890  -0.093
C: -3.9390 2.2962 0.4295  0.077
C: -3.4770 3.3280 -0.3664  -0.130
N: -4.3709 4.3683 -0.7012  -0.078
C: -3.9225 5.6996 -1.0707  -0.125
C: -3.7656 5.9038 -2.5746  -0.077
N: -5.0477 5.4966 -3.2596  0.067
C: -5.4315 4.0846 -2.9019  -0.070
C: -5.5989 4.0108 -1.3892  -0.127
C: -0.6503 -2.1194 2.0231  -0.571
O: -1.0183 -2.5612 3.0979  0.075
O: 0.2136 -2.6608 1.2510  -0.181
H: -0.2668 2.2748 -0.7744  0.146
H: -3.0940 -1.4829 2.7104  0.155
H: -4.9459 1.0819 2.9647  0.163
H: -6.2421 -1.0128 3.3362  0.119
H: -5.2327 -1.8897 2.1036  0.115
H: -6.9612 0.6164 1.5132  0.110
H: -5.8858 -0.2823 0.3390  0.115
H: -4.9491 2.3414 0.8076  0.121
H: -2.9841 5.9412 -0.5810  0.142
H: -4.6678 6.4108 -0.6953  0.140
H: -2.9800 5.2795 -2.9928  0.124
H: -3.5740 6.9467 -2.8215  0.144
H: -4.9536 5.5980 -4.2708  0.188
H: -5.7998 6.1274 -2.9704  0.185
H: -4.6160 3.4444 -3.2401  0.133
H: -6.3436 3.8325 -3.4401  0.143
H: -5.9184 3.0082 -1.1182  0.130
H: -6.3944 4.6979 -1.0777  0.141
C: -1.0213 -1.9120 -1.5643  -0.040
C: 0.1909 -1.0531 -1.9296  -0.468
C: 1.0677 -1.9295 -2.8503  -0.040
C: 1.0798 -0.6445 -0.7176  -0.252
C: -0.2207 0.1725 -2.7635  -0.171
C: -1.5336 0.3728 -3.1857  -0.037
C: -1.8785 1.4497 -3.9943  -0.093
C: -0.9199 2.3656 -4.3946  -0.099
C: 0.3936 2.1861 -3.9812  -0.066
C: 0.7320 1.1028 -3.1863  -0.036
H: -0.7131 -2.7203 -0.9042  0.081
H: -1.4390 -2.3521 -2.4718  0.097
H: -1.8252 -1.3613 -1.0792  0.073
H: 1.3982 -2.8203 -2.3185  0.074
H: 1.9475 -1.3972 -3.2116  0.064
H: 0.4825 -2.2188 -3.7246  0.101
H: 1.7572 0.1442 -1.0360  0.076
H: -2.3064 -0.3287 -2.9038  0.105
H: -2.9032 1.5481 -4.3377  0.095
H: -1.1784 3.1940 -5.0425  0.100
H: 1.1616 2.8803 -4.2969  0.110
H: 1.7697 0.9833 -2.8995  0.107

Computed properties:
- charge = +2
- Kohn-Sham gap (eV) = 6.670


ORCA calculation (the ωB97M-V functional and the def2-TZVPD basis) on C39H45N5OZn as an isolated structure.

Last column: Löwdin charge in e.
Element x y z (Å)
Zn: -0.4497 0.9581 0.0793  0.635
N: 3.4443 1.2779 -0.5610  0.079
N: 0.4863 0.7765 2.8396  0.013
C: -2.7416 -1.4836 0.2313  -0.286
C: -2.3799 -1.9771 1.5165  -0.270
C: -1.2253 -2.7887 1.3677  -0.270
C: -0.4779 -3.4603 2.4506  -0.091
H: -1.0542 -3.4524 3.3833  0.054
H: 0.4897 -2.9702 2.6470  0.065
H: -0.2671 -4.5051 2.1806  0.060
C: -0.8896 -2.8274 -0.0090  -0.266
C: 0.2254 -3.5752 -0.6220  -0.074
H: -0.1401 -4.4870 -1.1212  0.068
H: 0.9728 -3.8705 0.1250  0.063
H: 0.7341 -2.9649 -1.3779  0.049
C: -1.8322 -2.0326 -0.7151  -0.282
C: -1.8319 -1.8105 -2.1761  -0.087
H: -0.8680 -1.4113 -2.5228  0.051
H: -2.6189 -1.1062 -2.4683  0.056
H: -2.0060 -2.7539 -2.7169  0.065
C: -3.0522 -1.6917 2.8005  -0.088
H: -3.2842 -2.6217 3.3425  0.062
H: -3.9910 -1.1500 2.6376  0.056
H: -2.4142 -1.0871 3.4624  0.056
C: -3.8422 -0.5370 -0.0666  -0.103
H: -3.5898 0.1155 -0.9148  0.047
H: -4.0447 0.1098 0.7979  0.048
H: -4.7804 -1.0613 -0.3194  0.062
C: 4.0075 2.3479 -1.0924  -0.163
H: 4.6124 2.1911 -1.9876  0.091
C: 3.8638 3.6366 -0.5557  -0.107
H: 4.3287 4.4718 -1.0740  0.082
C: 3.1834 3.7687 0.6548  -0.092
H: 3.1338 4.7272 1.1705  0.096
C: 2.5525 2.6458 1.1925  -0.041
H: 2.0346 2.6418 2.1499  0.094
C: 2.5163 1.4523 0.4265  -0.307
C: 1.4642 0.4706 0.5190  -0.014
H: 1.6519 -0.4376 1.0773  0.077
C: -0.4890 1.2372 2.0848  -0.306
C: 0.1326 0.9681 4.1552  -0.161
H: 0.7796 0.6913 4.9688  0.077
C: -1.0912 1.5812 4.2236  -0.108
H: -1.6737 1.9169 5.0650  0.094
N: -1.4706 1.8214 2.9053  -0.027
C: -2.6201 2.5032 2.4324  -0.117
C: -3.8992 2.2342 2.9730  -0.192
C: -5.0224 2.7398 2.3020  -0.024
H: -6.0159 2.5229 2.7029  0.112
C: -4.9044 3.4929 1.1341  -0.284
C: -6.1004 4.0016 0.3887  -0.070
H: -5.9982 3.8037 -0.6847  0.078
H: -6.2100 5.0878 0.5006  0.074
H: -7.0187 3.5307 0.7477  0.068
C: -3.6295 3.8010 0.6656  -0.015
H: -3.5221 4.4057 -0.2356  0.116
C: -2.4793 3.3749 1.3316  -0.206
C: -1.1565 3.9171 0.8814  -0.084
H: -0.7444 4.6552 1.5855  0.089
H: -1.2998 4.4184 -0.0846  0.073
H: -0.3753 3.1546 0.7269  -0.004
C: -4.1480 1.4432 4.2192  -0.068
H: -4.3169 2.1060 5.0846  0.083
H: -3.3424 0.7533 4.4812  0.046
H: -5.0682 0.8502 4.1014  0.080
C: 4.3469 -1.9265 -4.7119  -0.244
N: 3.2635 -1.2236 -4.0527  -0.067
N: 3.0073 -1.3377 -2.7356  0.061
C: 1.9842 -0.4889 -2.3935  -0.370
O: 1.5155 -0.4794 -1.2133  -0.101
C: 1.6383 0.1953 -3.6047  0.066
C: 2.4452 -0.3043 -4.5992  -0.284
C: 2.5327 0.0124 -6.0404  -0.183
C: 3.6600 -2.2617 -1.8612  -0.189
C: 4.3004 -1.7469 -0.7359  -0.005
C: 4.7782 -2.6214 0.2366  -0.077
C: 4.6323 -4.0026 0.0550  -0.101
C: 4.0416 -4.5105 -1.1094  -0.098
C: 3.5658 -3.6377 -2.0878  -0.040
H: 4.9955 -2.4032 -3.9736  0.059
H: 4.9325 -1.2058 -5.2978  0.007
H: 3.9467 -2.6875 -5.3965  0.024
H: 0.8714 0.9457 -3.6793  0.104
H: 3.4951 0.4752 -6.3062  0.029
H: 2.4049 -0.8891 -6.6574  0.046
H: 1.7363 0.7197 -6.2968  0.068
H: 4.3845 -0.6622 -0.6458  0.093
H: 5.2565 -2.2230 1.1332  0.099
H: 4.9909 -4.6872 0.8266  0.092
H: 3.9444 -5.5869 -1.2587  0.096
H: 3.0927 -4.0034 -3.0019  0.109

Computed properties:
- charge = -2
- Kohn-Sham gap (alpha / beta) (eV) = 1.986 / 4.191


ORCA calculation (the ωB97M-V functional and the def2-TZVPD basis) on C39H46BClFeN9O4S3 as an isolated structure.

Last column: Löwdin charge in e.
Element x y z (Å)
Fe: -2.5138 -0.0155 0.1683  0.129
C: -0.9485 -4.1511 -1.5579  -0.056
C: 0.0693 -3.0709 -1.4309  -0.250
C: 1.2322 -3.0647 -2.1697  0.079
C: 2.1691 -2.0375 -1.9422  -0.193
N: 1.8947 -1.0089 -1.1791  0.192
N: 0.7434 -0.9457 -0.4884  0.058
B: 0.4399 0.2144 0.3893  -0.519
N: 0.3720 -0.1184 1.8817  -0.016
N: 1.6335 -0.3754 2.1920  0.200
C: 1.9931 -0.6372 3.4218  -0.174
C: 1.0191 -0.6828 4.4440  0.104
C: -0.2961 -0.4166 4.1446  -0.228
C: -1.3617 -0.4158 5.1761  -0.052
C: -0.6196 -0.1040 2.7970  -0.636
S: -2.2182 0.3836 2.3949  0.786
C: 3.4736 -0.8712 3.6444  -0.542
C: 4.2400 0.3820 3.1977  -0.031
C: 3.7880 -1.1704 5.1097  -0.052
C: 3.9110 -2.0537 2.7687  -0.034
N: 0.7329 1.5763 -0.0013  0.079
N: 1.4829 1.6926 -1.1139  0.170
C: 1.8781 2.8536 -1.5567  -0.201
C: 1.4680 4.0584 -0.9567  0.081
C: 0.6425 3.9976 0.1397  -0.248
C: 0.1058 5.2311 0.7768  -0.058
C: 0.2913 2.7238 0.6485  -0.528
S: -0.6852 2.6916 2.0291  0.923
C: 2.8178 2.8077 -2.7433  -0.532
C: 3.2700 4.1857 -3.2291  -0.052
C: 4.0548 2.0308 -2.2741  -0.037
C: 2.0834 2.0983 -3.8858  -0.041
C: -0.1328 -2.0122 -0.5396  -0.536
S: -1.4742 -2.0372 0.5233  0.817
C: 3.5518 -2.1165 -2.5649  -0.532
C: 3.5667 -1.2189 -3.8054  -0.025
C: 4.5916 -1.6577 -1.5371  -0.035
C: 3.8923 -3.5447 -3.0066  -0.053
H: -0.7187 -4.7907 -2.4054  0.089
H: -1.9432 -3.7215 -1.6711  0.074
H: -0.9648 -4.7632 -0.6582  0.091
H: 1.4162 -3.8461 -2.8830  0.119
H: 1.3072 -0.9028 5.4587  0.122
H: -0.9719 -0.7361 6.1376  0.092
H: -2.1765 -1.0711 4.8790  0.087
H: -1.7758 0.5864 5.2713  0.092
H: 3.9813 1.2390 3.8147  0.091
H: 4.0166 0.6094 2.1592  0.076
H: 5.3078 0.2055 3.2944  0.091
H: 3.5292 -0.3306 5.7502  0.090
H: 4.8534 -1.3493 5.2202  0.093
H: 3.2643 -2.0599 5.4521  0.089
H: 3.6870 -1.8493 1.7258  0.064
H: 3.4026 -2.9674 3.0676  0.091
H: 4.9816 -2.2097 2.8693  0.092
H: 1.7683 5.0101 -1.3589  0.119
H: 0.4566 6.1146 0.2508  0.091
H: 0.4087 5.2911 1.8222  0.084
H: -0.9851 5.2183 0.7506  0.087
H: 3.8021 4.7280 -2.4502  0.089
H: 2.4349 4.7875 -3.5813  0.089
H: 3.9556 4.0498 -4.0633  0.094
H: 4.5959 2.6140 -1.5320  0.095
H: 4.7258 1.8305 -3.1053  0.095
H: 3.7412 1.1000 -1.8140  0.040
H: 1.2597 2.7205 -4.2291  0.089
H: 1.6793 1.1524 -3.5395  0.061
H: 2.7560 1.9282 -4.7218  0.092
H: 3.4685 -0.1806 -3.5221  0.038
H: 2.7404 -1.4798 -4.4635  0.095
H: 4.4981 -1.3544 -4.3479  0.097
H: 4.3334 -0.6850 -1.1335  0.054
H: 5.5783 -1.5974 -1.9895  0.095
H: 4.6388 -2.3699 -0.7167  0.083
H: 3.3022 -3.8476 -3.8688  0.083
H: 3.7427 -4.2567 -2.1981  0.094
H: 4.9383 -3.5887 -3.3012  0.094
O: -6.2452 4.5907 -0.0815  0.139
C: -6.9855 3.5197 0.0804  -0.514
O: -8.1844 3.5683 0.1612  0.069
C: -6.2814 2.1958 0.1445  -0.036
C: -6.9556 0.9797 0.2629  -0.533
Cl: -8.6243 0.8014 0.4558  0.882
N: -6.0334 -0.0221 0.2411  -0.033
N: -4.8030 0.5059 0.1327  0.098
C: -4.9220 1.8297 0.0680  -0.097
C: -3.6660 2.6510 -0.0785  -0.547
O: -3.7199 3.8732 -0.1462  0.071
O: -2.5893 1.9769 -0.1384  -0.160
C: -6.1951 -1.4284 0.2658  -0.162
C: -5.0747 -2.2218 0.4935  -0.032
C: -5.1693 -3.5998 0.4774  -0.068
C: -6.3955 -4.2143 0.2837  -0.073
C: -7.5136 -3.4289 0.0677  -0.062
C: -7.4200 -2.0473 0.0356  -0.034
H: -5.2611 4.4250 -0.1150  0.069
H: -4.1238 -1.7424 0.6954  0.029
H: -4.2816 -4.1929 0.6242  0.103
H: -6.4806 -5.2898 0.2960  0.108
H: -8.4771 -3.8860 -0.0875  0.112
H: -8.2970 -1.4645 -0.1768  0.049
N: -2.1193 0.0327 -2.7891  0.241
C: -2.3613 -0.1225 -1.6640  -0.091
H: -2.0155 0.2877 -3.7445  0.110

Computed properties:
- charge = +1
- Kohn-Sham gap (alpha / beta) (eV) = 5.204 / 6.195
- ⟨S²⟩ = 6.063
- spin multiplicity = 5


ΔE to the lowest compared entry with this formula, charge and spin for every record listed, in sequence, given in kcal/mol: 0.00; 11.08; 89.90.
F_max for every record listed, in sequence, given in eV/Å: 1.4; 1.8; 1.9.